24
Properties=species:S:1:pos:R:3:forces:R:3 method="wB97M-V/def2-TZVPD" homo_lumo_gap_ev="6.9 / 8.3" e_tot_ha=-581.95926 spin_multiplicity=5 charge=+3 max_force_ev_per_a=2.60
Os -0.5563 -1.3538 -0.8006 -0.38 2.04 1.56
N -0.5088 -0.9985 1.5541 -0.27 -0.86 -0.61
C -0.0873 0.3716 1.8633 0.38 1.01 0.40
C -0.6078 1.3607 0.8169 -0.52 0.01 0.88
N -0.2812 0.9427 -0.5578 -0.27 -1.02 -0.67
C 1.1101 1.2186 -1.0004 0.86 0.15 -0.52
C 2.0732 0.0804 -0.6786 0.74 1.30 0.56
N 1.5229 -1.2302 -1.0991 0.30 -0.69 -0.68
H 0.0852 -1.6796 2.0464 -0.22 0.09 -0.15
H -1.4760 -1.1652 1.8666 0.34 -0.01 -0.04
H -0.4750 0.6862 2.8473 -0.01 -0.21 -0.29
H 1.0043 0.4264 1.9627 -0.31 -0.20 -0.12
H -1.6979 1.4664 0.9004 0.20 -0.10 -0.11
H -0.1871 2.3578 1.0220 0.00 -0.25 -0.21
H -0.9313 1.4223 -1.1948 0.12 -0.23 0.09
H 1.0971 1.4119 -2.0809 -0.13 -0.13 0.14
H 1.4786 2.1458 -0.5397 -0.15 -0.18 0.00
H 3.0392 0.2929 -1.1670 -0.35 -0.25 -0.03
H 2.3202 0.0433 0.3898 -0.24 -0.17 -0.25
H 1.6665 -1.3358 -2.1213 0.13 0.01 0.25
H 2.1262 -1.9654 -0.7002 -0.24 -0.02 -0.07
O -4.7066 -1.6122 -1.3405 -0.02 -0.01 -0.02
C -3.6000 -1.5032 -1.1208 -2.10 -0.14 -0.37
N -2.4082 -1.3832 -0.8685 2.14 -0.13 0.27

17
Properties=species:S:1:pos:R:3:forces:R:3 method="wB97M-V/def2-TZVPD" homo_lumo_gap_ev=10.7 e_tot_ha=-346.93271 smiles=CO[C@H]1CO[C@H]1C relative_energy_kj_mol=243.4 max_force_ev_per_a=0.42
C 0.7281 -1.9080 -0.9066 0.07 -0.18 -0.24
O 0.5474 -1.1410 0.2634 -0.06 -0.01 0.02
C -0.6396 -0.3988 0.2639 -0.21 0.03 0.00
C -1.0171 0.1257 1.6466 -0.10 -0.33 0.25
O -0.9392 1.4897 1.2189 0.00 0.10 0.04
C -0.5261 1.1053 -0.1075 0.13 0.10 -0.36
C 0.8561 1.6097 -0.4484 0.15 0.03 -0.01
H 0.0924 -2.8079 -0.8852 0.10 0.19 -0.05
H 0.5054 -1.3399 -1.8239 0.04 -0.05 0.22
H 1.7772 -2.2126 -0.9378 -0.16 0.00 0.02
H -1.4415 -0.9387 -0.2601 0.16 0.09 0.09
H -0.2822 -0.1146 2.4224 -0.04 0.03 -0.10
H -2.0193 -0.1443 1.9934 0.07 0.06 0.01
H -1.2592 1.4503 -0.8464 0.02 -0.06 0.08
H 1.0604 1.5203 -1.5207 -0.05 0.00 0.11
H 0.9410 2.6623 -0.1645 -0.07 -0.09 -0.09
H 1.6161 1.0426 0.0924 -0.05 0.08 0.00

58
Properties=species:S:1:pos:R:3:forces:R:3 method="wB97M-V/def2-TZVPD" homo_lumo_gap_ev=9.5 e_tot_ha=-1226.02433 charge=+1 relative_energy_kj_mol=288.4 max_force_ev_per_a=3.49
N 1.2082 2.4475 0.1847 -2.53 0.34 -0.44
C 1.3016 2.2643 -1.2651 2.39 -2.01 -1.57
C 1.7501 0.7578 -1.4966 -0.85 1.43 -1.73
N 0.6222 -0.1126 -1.2387 0.04 -2.13 -0.22
C 0.1917 -0.9242 -2.5010 2.81 -1.18 1.03
C -0.6429 -2.1663 -2.1139 -0.28 0.55 -1.17
C -1.4792 -2.8820 -3.1876 -0.68 0.43 -1.71
H 0.3084 1.9767 0.5165 1.70 0.16 0.18
H 2.0702 2.1318 0.7122 -0.39 -0.43 0.31
H 1.0865 3.4188 0.4373 -0.11 0.46 -0.05
H 0.3972 2.4442 -1.8502 -0.04 0.18 0.60
H 2.1440 2.8262 -1.6889 -0.42 0.51 0.38
H 2.2027 0.6385 -2.5219 -0.86 0.34 0.49
H 2.5966 0.4860 -0.9071 0.57 0.14 1.05
H 1.0298 -0.7462 -0.4751 -1.78 0.66 -1.54
H 1.1931 -1.3819 -2.8468 -1.34 0.87 -0.35
H -0.2233 -0.2965 -3.3075 0.06 -0.06 0.63
H -1.3096 -1.8075 -1.3696 -0.59 -0.17 1.19
H 0.0061 -2.9515 -1.7666 0.46 0.10 0.83
H -2.5092 -2.4576 -3.3381 0.94 -0.18 0.35
H -1.6223 -3.9498 -2.9352 0.17 0.56 -0.11
H -1.0253 -2.8282 -4.2251 -0.22 -0.19 1.20
H 3.4543 -2.0884 -2.1071 0.22 0.99 -0.24
H 3.3715 -3.4936 -1.8865 0.41 -0.70 -0.01
O 4.0555 -2.8142 -1.9425 -0.62 -0.30 0.31
H -4.8384 -1.5194 1.2080 0.02 -0.53 0.05
H -5.1152 -0.6454 -0.0257 -0.09 -0.13 -0.23
O -4.9510 -0.6207 0.9182 -0.42 0.73 -0.06
H 3.4734 0.8841 1.3282 0.24 0.57 0.31
H 2.5216 1.2574 2.4680 -0.10 0.11 -0.03
O 3.0579 1.6741 1.7787 0.47 -0.92 0.01
H 0.1637 1.8130 3.1593 -0.23 -0.22 1.30
H -0.7940 0.6719 2.4833 -0.88 -1.04 0.93
O -0.2132 1.4018 2.4025 0.64 2.07 -1.90
H -2.2978 0.6377 -2.0682 0.87 -0.51 0.24
H -3.0953 1.9004 -1.8009 -0.10 -0.52 -0.19
O -3.0800 1.0855 -2.3498 -0.67 0.86 0.04
H 5.3418 0.4491 0.4707 1.81 -0.44 0.30
H 4.4885 -1.0951 0.8301 1.19 0.21 0.04
O 4.6516 -0.1735 0.5697 -3.17 0.55 -0.40
H 1.9230 -1.0663 1.4833 -0.37 -0.29 0.08
H 0.3959 -1.2907 1.8051 0.28 0.23 -0.21
O 1.0583 -0.6273 1.5132 0.90 -0.55 0.13
H 4.1619 -2.7217 0.0816 -0.60 -0.30 0.07
H 3.9538 -2.9231 1.6072 0.43 -0.68 0.84
O 3.5305 -2.5978 0.8274 0.24 0.70 -0.90
H -2.7319 2.0194 2.5013 0.24 -0.28 0.25
H -4.1453 2.6365 2.7641 -0.17 -0.15 0.34
O -3.2969 2.7772 2.3453 0.07 0.64 0.03
H -0.9055 -3.1438 1.8773 0.18 -0.99 0.03
H -1.9449 -2.1151 2.3154 0.13 0.25 -0.11
O -1.1124 -2.2221 1.8367 -0.30 0.50 0.08
H -2.1764 0.0070 0.7729 -0.45 0.00 1.05
H -3.4016 0.5616 1.5429 0.77 -1.06 -0.07
O -2.5480 0.0794 1.6884 0.04 0.71 -0.95
H -3.4637 2.9956 0.7020 0.12 0.04 -0.50
H -4.5504 2.6434 -0.2845 -0.43 -0.05 -0.28
O -3.6360 2.9211 -0.2667 0.25 0.10 0.30

6
Properties=species:S:1:pos:R:3:forces:R:3 method="wB97M-V/def2-TZVPD" homo_lumo_gap_ev=5.9 e_tot_ha=-1574.53445 relative_energy_kj_mol=159.4 max_force_ev_per_a=3.17
C 0.9294 0.2694 -0.1248 -1.18 0.56 -0.29
P -0.7035 0.9050 1.4937 0.88 -1.81 -0.99
S -1.7859 -0.6666 1.8212 1.03 1.37 -0.42
S 2.4836 0.6601 -0.4575 -1.01 -0.07 1.24
S 0.1604 -0.5873 -1.4523 3.08 -0.23 -0.69
H -1.0841 -0.5807 -1.2804 -2.80 0.18 1.15